[1]
# C10H19CrN2

A molecular structure, C10H19CrN2 (ωB97M-V with the def2-TZVPD basis set, the Open Molecules 2025 dataset).

Calculated values
Orbital gap (alpha / beta): 7.38 / 8.64 eV
Net charge: +2
Spin multiplicity: 4
E_LUMO (alpha / beta): -0.3293 / -0.3333 Eh
E_HOMO (alpha / beta): -16.34 / -17.71 eV

Last column: Mulliken spin population.
Atoms and positions in Å:
C: 1.562759 0.632089 1.895632  0.04
C: 2.479998 0.423821 0.841544  -0.05
H: 1.247339 -0.177194 2.567355  0.01
H: 1.434270 1.608291 2.377893  0.02
H: 3.121972 1.224736 0.458685  0.00
H: 2.890971 -0.564312 0.594809  0.02
Cr: 0.408306 0.645814 -0.090183  3.38
C: -0.491294 2.597095 0.361552  0.09
C: 0.925314 2.791467 0.220587  -0.25
C: 0.124341 2.009956 -1.811883  -0.01
C: -0.992991 2.147852 -0.901122  -0.22
H: 1.582356 3.233819 0.977133  0.00
H: 2.295792 2.544621 -1.567527  0.01
H: 0.059498 1.809078 -2.883368  0.00
C: 1.301944 2.439115 -1.118304  0.05
H: -2.041824 2.100823 -1.172293  -0.01
H: -1.095964 2.808788 1.242755  0.02
N: -1.245604 -0.497364 -1.022547  -0.09
C: -2.196153 -1.314031 -0.208594  0.00
C: -1.644820 -2.706526 0.058853  0.01
C: -0.127288 -2.802942 -0.037337  0.01
N: 0.507955 -1.620479 0.585530  -0.04
H: -0.727113 -1.092277 -1.675044  0.00
H: -1.785237 0.119725 -1.625740  0.01
H: -2.397261 -0.750691 0.713367  0.01
H: -3.132798 -1.394417 -0.783598  0.01
H: -1.986167 -3.028873 1.047341  0.00
H: -2.055585 -3.397045 -0.686805  0.00
H: 0.256373 -3.709394 0.455133  0.00
H: 0.158133 -2.837391 -1.097384  0.00
H: 1.484201 -1.818140 0.782825  0.01
H: 0.078579 -1.426013 1.500735  -0.01

Cartesian forces, eV/Å:
C 2.2 -0.2 -0.2
C -0.1 0.5 2.3
H 0.0 0.1 -0.7
H 0.1 -0.3 -0.5
H -0.6 -0.1 0.1
H -0.5 0.3 0.0
Cr -1.3 -2.9 0.2
C 0.0 0.5 -0.8
C -0.8 0.3 -0.4
C 0.8 1.2 0.2
C 1.0 1.3 0.5
H -0.3 -0.4 -0.4
H -0.5 -0.2 0.3
H 0.1 -0.2 0.5
C -0.8 0.2 -1.0
H 0.1 -0.4 0.2
H 0.2 -0.1 -0.3
N 0.3 0.7 -0.4
C -0.3 0.3 -0.1
C -0.1 -0.5 0.1
C -0.1 0.0 -0.1
N 0.3 1.0 0.2
H -0.2 0.0 0.1
H 0.0 -0.3 0.1
H 0.0 -0.2 -0.3
H 0.3 0.1 0.4
H 0.0 -0.1 -0.2
H 0.0 0.0 0.3
H -0.3 0.2 -0.3
H 0.2 -0.1 0.3
H -0.1 -0.2 0.0
H 0.1 -0.5 -0.4


[2]
# C46H53I3InN2O4P2

A molecular structure, C46H53I3InN2O4P2 (ωB97M-V with the def2-TZVPD basis set, the Open Molecules 2025 dataset).

Calculated values
Orbital gap: 7.70 eV
Net charge: +1
E_LUMO: -0.0998 Eh
E_HOMO: -10.41 eV

Last column: Mulliken charge in e.
Atoms and positions in Å:
In: -0.632915 -0.691569 0.017462  0.28
I: -3.065412 -2.868815 -0.260810  0.41
C: -2.374269 -4.861766 -0.546156  -0.39
I: -1.910601 -5.874182 1.249132  0.03
H: -1.490301 -4.765856 -1.168261  -0.01
H: -3.187937 -5.381998 -1.035554  0.59
I: -2.785994 0.213602 -2.292334  0.45
C: -2.905296 2.294461 -2.182784  -0.07
C: -2.802788 2.915694 -3.398333  -0.51
C: -3.062266 4.290801 -3.536154  -1.00
C: -3.493662 4.988177 -2.451514  -0.84
C: -3.603416 4.370336 -1.181957  1.14
C: -4.101565 5.141828 -0.105939  -0.90
C: -4.227995 4.604075 1.135812  -1.28
C: -3.760734 3.299342 1.356426  -0.52
C: -3.231963 2.510424 0.358351  0.57
P: -2.491213 0.977662 1.079560  1.86
C: -1.725444 1.622320 2.604539  0.06
C: -2.116467 1.290459 3.896849  -0.15
C: -1.445783 1.830320 4.987286  -0.81
C: -0.396353 2.714187 4.798703  -0.86
C: -0.021055 3.074528 3.510042  -0.44
C: -0.679803 2.529130 2.422795  -0.30
C: -3.935317 -0.017757 1.539538  0.69
C: -5.139337 0.159814 0.856890  -0.88
C: -6.229282 -0.649312 1.141508  -0.84
C: -6.132840 -1.631898 2.115678  -0.82
C: -4.937888 -1.816312 2.796841  -1.01
C: -3.839897 -1.025442 2.501951  -0.02
C: -3.228499 3.005679 -0.989772  0.08
H: -2.552778 2.335631 -4.276326  0.53
H: -2.966216 4.760852 -4.504871  0.43
H: -3.763700 6.033024 -2.534913  0.44
H: -4.390625 6.166758 -0.301119  0.44
H: -4.634652 5.175527 1.958313  0.48
H: -3.790456 2.924895 2.371558  0.47
H: -2.951804 0.630193 4.074707  0.61
H: -1.756861 1.561372 5.987880  0.51
H: 0.118740 3.134553 5.652255  0.42
H: 0.783837 3.781122 3.352422  0.59
H: -0.382424 2.820630 1.424329  -0.18
H: -5.233789 0.933443 0.105604  0.42
H: -7.156491 -0.504219 0.603598  0.48
H: -6.986956 -2.256411 2.341157  0.42
H: -4.851719 -2.589502 3.548850  0.50
H: -2.904738 -1.211486 3.011236  0.33
C: 4.814653 0.109415 2.080420  -1.70
C: 4.030274 -0.315636 0.839253  -0.10
C: 3.507927 0.839124 0.012534  1.39
C: 4.447429 1.521478 -0.754040  -0.43
C: 4.076058 2.500307 -1.654269  -1.61
C: 2.735326 2.802515 -1.803168  -0.31
C: 1.760223 2.174696 -1.036592  0.91
C: 0.324673 2.570809 -1.284318  0.61
C: 0.073040 4.064990 -1.078723  -1.39
C: 2.153481 1.206193 -0.103097  -1.24
N: 1.166595 0.505885 0.660275  1.22
C: 1.403007 0.262707 1.910744  -1.21
C: 0.657282 -0.711376 2.624822  0.68
C: 0.765751 -1.166396 3.932875  -1.11
C: -0.127492 -2.238901 4.053261  -1.10
C: -0.738841 -2.393269 2.814100  -0.90
N: -0.271736 -1.473651 1.945983  1.50
H: 5.212896 -0.760977 2.602249  0.47
H: 4.206523 0.675429 2.788729  0.31
H: 5.654079 0.748174 1.803993  0.40
H: 3.229504 -1.008698 1.097660  -0.41
H: 4.706362 -0.883567 0.194857  0.61
H: 5.489607 1.236298 -0.667799  0.47
H: 4.820541 3.000047 -2.259662  0.40
H: 2.431700 3.540109 -2.535696  0.47
H: -0.350947 2.001755 -0.640471  -1.26
H: 0.057097 2.294252 -2.308587  0.51
H: 0.197194 4.352164 -0.032559  0.35
H: -0.933249 4.341047 -1.390946  0.19
H: 0.775658 4.663629 -1.656384  0.53
H: 2.212075 0.774677 2.424737  0.13
H: 1.423805 -0.768737 4.689346  0.66
H: -0.300522 -2.850347 4.923208  0.53
H: -1.470209 -3.125399 2.506724  0.09
C: 2.502951 -3.912809 1.256185  -1.31
C: 2.481871 -3.927074 -0.262362  1.37
C: 3.871255 -3.726090 -0.844688  -1.21
C: 1.860652 -5.213948 -0.777606  -1.41
O: 1.686370 -2.746546 -0.624585  0.44
P: 0.812478 -2.548201 -1.944194  -0.36
O: -0.271562 -3.537664 -2.082011  -0.92
O: 0.315740 -1.083603 -1.746612  1.02
O: 1.804250 -2.599360 -3.157117  -0.17
C: 2.385384 -1.542195 -3.988508  1.80
C: 1.270385 -0.804528 -4.709730  -1.59
C: 3.207262 -0.618690 -3.110941  -0.97
C: 3.262091 -2.298380 -4.970673  -1.95
H: 3.065545 -4.769437 1.628661  0.59
H: 1.487018 -3.965056 1.650520  0.15
H: 2.975535 -3.004431 1.633207  0.13
H: 4.539804 -4.509452 -0.485199  0.50
H: 4.274365 -2.761628 -0.535378  -0.06
H: 3.845910 -3.764586 -1.933747  0.25
H: 2.485410 -6.046217 -0.450108  0.50
H: 1.807549 -5.233860 -1.865958  0.35
H: 0.858797 -5.358128 -0.376304  -0.01
H: 0.638646 -0.260215 -4.008903  -0.01
H: 0.657204 -1.505475 -5.276858  0.41
H: 1.709662 -0.090055 -5.408150  0.49
H: 2.575497 -0.084514 -2.402138  -0.36
H: 3.722732 0.117175 -3.729908  0.74
H: 3.958483 -1.188696 -2.561377  0.33
H: 2.665456 -3.000686 -5.551806  0.42
H: 4.039303 -2.851246 -4.442637  0.38
H: 3.741119 -1.597466 -5.655010  0.39

Cartesian forces, eV/Å:
In 0.1 0.4 0.1
I 0.0 0.0 0.0
C 0.0 0.0 0.0
I 0.0 0.0 0.0
H 0.0 0.0 0.0
H 0.0 0.0 0.0
I -0.1 -0.1 -0.1
C 0.0 0.1 -0.1
C 0.0 0.0 0.0
C 0.0 0.0 0.0
C 0.0 0.0 0.0
C 0.0 0.0 0.0
C 0.0 0.0 0.0
C 0.0 0.0 0.0
C 0.0 0.0 0.0
C 0.0 0.0 0.0
P 0.0 -0.1 -0.1
C 0.0 0.0 0.0
C 0.0 0.0 0.0
C 0.0 0.0 0.0
C 0.0 0.0 0.0
C 0.0 0.0 0.0
C 0.0 0.0 0.0
C 0.0 0.0 0.0
C 0.0 0.0 0.0
C 0.0 0.0 0.0
C 0.0 0.0 0.0
C 0.0 0.0 0.0
C 0.0 0.0 0.0
C 0.0 -0.1 0.0
H 0.0 0.0 0.0
H 0.0 0.0 0.0
H 0.0 0.0 0.0
H 0.0 0.0 0.0
H 0.0 0.0 0.0
H 0.0 0.0 0.0
H 0.0 0.0 0.0
H 0.0 0.0 0.0
H 0.0 0.0 0.0
H 0.0 0.0 0.0
H 0.0 0.0 -0.1
H 0.0 0.0 0.0
H 0.0 0.0 0.0
H 0.0 0.0 0.0
H 0.0 0.0 0.0
H 0.0 0.0 0.0
C 0.0 0.0 0.0
C 0.0 0.0 0.0
C 0.0 0.0 0.0
C 0.0 0.0 0.0
C 0.0 0.0 0.0
C 0.0 0.0 0.0
C 0.0 0.0 0.0
C 0.0 0.0 0.0
C 0.0 0.0 0.0
C 0.0 -0.1 0.0
N 0.0 0.0 0.0
C 0.0 0.0 0.0
C 0.0 0.1 0.0
C 0.0 0.0 0.0
C 0.0 0.0 0.0
C 0.0 0.0 0.0
N 0.0 -0.1 0.1
H 0.0 0.0 0.0
H 0.0 0.0 0.0
H 0.0 0.0 0.0
H 0.0 0.1 0.0
H 0.0 0.1 0.0
H 0.0 0.0 0.0
H 0.0 0.0 0.0
H 0.0 0.0 0.0
H 0.0 0.0 0.0
H 0.0 0.0 0.0
H 0.0 0.0 0.0
H 0.0 0.0 0.0
H 0.0 0.0 0.0
H 0.0 0.0 0.0
H 0.0 0.0 0.0
H 0.0 0.0 0.0
H 0.0 0.0 0.0
C 0.0 0.0 0.0
C 0.0 0.1 0.0
C 0.1 0.0 0.0
C 0.0 0.0 0.0
O 0.0 0.0 0.0
P -0.1 0.0 0.0
O 0.1 0.0 0.0
O -0.2 -0.1 0.1
O -0.1 0.0 -0.1
C 0.0 0.0 0.1
C 0.0 0.1 -0.1
C 0.0 0.0 0.0
C 0.0 0.0 0.0
H 0.0 0.0 0.0
H 0.0 0.0 0.0
H 0.0 0.0 0.0
H 0.0 0.0 0.0
H 0.0 -0.1 0.0
H 0.0 0.0 0.0
H 0.0 0.0 0.0
H 0.0 0.0 0.0
H 0.0 0.0 0.0
H 0.0 0.0 0.0
H 0.0 0.0 0.0
H 0.0 0.0 0.0
H 0.0 0.0 0.0
H 0.0 0.0 0.0
H 0.0 0.0 0.0
H 0.0 0.0 0.0
H 0.0 0.0 0.0
H 0.0 0.0 0.0


[3]
# C20H24N4O5S

C20H24N4O5S in the gas phase (ωB97M-V with the def2-TZVPD basis set, the Open Molecules 2025 dataset).

Calculated values
Orbital gap: 8.58 eV
Structure (SMILES): CCCn1c(SCC(=O)c2cc(OC)ccc2OC)nc2c1c(=O)n(C)c(=O)n2C
E_LUMO: 0.0152 Eh
E_HOMO: -8.16 eV

Last column: natural (NBO) charge in e.
Atoms and positions in Å:
C: -4.592920 -3.014362 -0.203682  -0.61
C: -3.391816 -2.376840 -0.887145  -0.40
H: -2.773214 -3.150755 -1.347069  0.21
H: -3.728900 -1.696570 -1.673023  0.20
C: -2.548679 -1.593853 0.121338  -0.23
N: -1.409368 -0.984440 -0.511528  -0.31
C: -1.419901 0.073791 -1.347278  0.23
N: -0.232700 0.350331 -1.865601  -0.51
C: 0.594302 -0.555640 -1.313765  0.37
C: -0.100062 -1.406004 -0.462180  -0.08
C: 0.565858 -2.332081 0.396632  0.66
O: 0.054000 -3.046210 1.241336  -0.63
N: 1.948961 -2.297149 0.197518  -0.46
C: 2.661300 -1.486299 -0.674376  0.81
O: 3.874345 -1.517949 -0.707595  -0.65
N: 1.936802 -0.646622 -1.488909  -0.42
C: 2.603580 0.188942 -2.464992  -0.42
H: 2.094094 0.087007 -3.421816  0.21
H: 3.635599 -0.146673 -2.543271  0.24
H: 2.572705 1.233446 -2.156236  0.22
C: 2.765562 -3.161220 1.034355  -0.42
H: 2.093491 -3.801479 1.600756  0.24
H: 3.374081 -2.561799 1.711735  0.21
H: 3.427484 -3.757125 0.407784  0.22
S: -2.823905 1.073671 -1.577049  0.28
C: -2.012394 2.675264 -1.209183  -0.61
C: -1.711453 2.672844 0.280907  0.58
O: -2.494756 3.120897 1.078359  -0.50
C: -0.418106 2.043008 0.672152  -0.21
C: 0.770319 2.468408 0.102121  -0.20
C: 1.995644 1.934839 0.499790  0.28
C: 2.012452 0.948936 1.477233  -0.28
C: 0.828986 0.509443 2.046680  -0.31
C: -0.394612 1.045429 1.666208  0.38
O: -1.594816 0.628606 2.143575  -0.51
C: -1.610085 -0.301619 3.203770  -0.26
H: -1.165797 -1.258087 2.910850  0.19
H: -2.661307 -0.448693 3.444852  0.20
H: -1.089989 0.090169 4.082659  0.18
H: 0.876621 -0.261190 2.799014  0.23
H: 2.940146 0.508830 1.806135  0.23
O: 3.097383 2.430755 -0.128633  -0.50
C: 4.362338 1.907829 0.219675  -0.26
H: 5.077476 2.442018 -0.403290  0.20
H: 4.430128 0.836116 0.009992  0.20
H: 4.593145 2.093413 1.272859  0.18
H: 0.773811 3.247204 -0.643949  0.23
H: -2.746804 3.440694 -1.454511  0.25
H: -1.128732 2.735602 -1.838375  0.25
H: -2.171847 -2.264422 0.895416  0.24
H: -3.152734 -0.802351 0.575092  0.23
H: -5.186280 -3.569979 -0.924733  0.22
H: -4.268096 -3.698817 0.576342  0.21
H: -5.223180 -2.250877 0.245600  0.21

Cartesian forces, eV/Å:
C 0.2 0.1 -0.2
C 0.0 0.0 0.3
H 0.0 0.1 -0.1
H 0.0 0.0 -0.1
C -0.6 -0.3 0.1
N 0.5 0.4 -0.2
C 0.1 -0.2 0.0
N 0.3 0.0 -0.4
C -1.1 -0.6 0.7
C 0.5 0.3 -0.5
C -0.2 0.2 -0.2
O -0.1 -0.1 0.1
N 0.1 -0.2 0.1
C -0.1 0.3 -0.2
O 0.4 -0.1 0.0
N 0.2 -0.1 0.0
C 0.2 0.2 -0.2
H 0.0 0.0 0.0
H -0.1 0.1 0.0
H 0.0 0.0 0.0
C 0.1 -0.2 0.1
H 0.1 0.1 -0.1
H 0.0 0.0 0.0
H 0.0 0.0 0.1
S -0.3 0.2 -0.2
C -0.2 -0.2 0.0
C -0.1 0.2 -0.3
O 0.0 0.0 0.0
C 0.3 -0.2 0.6
C 0.1 -0.1 0.2
C -0.2 0.0 0.1
C 0.2 0.3 -0.2
C -0.4 0.0 0.2
C 0.1 0.1 -0.2
O 0.0 0.2 -0.2
C 0.0 -0.1 0.1
H 0.0 0.0 0.0
H 0.1 0.0 0.0
H 0.0 0.0 0.0
H 0.0 -0.1 0.1
H 0.1 0.0 0.0
O -0.2 0.2 -0.1
C 0.2 -0.1 0.0
H 0.0 -0.1 0.1
H 0.0 0.0 0.0
H 0.0 0.0 0.0
H 0.0 0.1 -0.2
H 0.0 0.0 0.0
H 0.0 0.1 0.0
H 0.0 0.1 0.0
H 0.1 -0.1 0.0
H -0.1 -0.1 0.0
H 0.0 -0.1 0.1
H -0.1 0.0 0.1


[4]
# C3H10BNOP2

C3H10BNOP2 in the gas phase (ωB97M-V with the def2-TZVPD basis set, the Open Molecules 2025 dataset).

Calculated values
Orbital gap (alpha / beta): 6.40 / 6.39 eV
E_LUMO (alpha / beta): -0.0650 / -0.0650 Eh
E_HOMO (alpha / beta): -8.16 / -8.16 eV

Last column: natural (NBO) charge in e.
Atoms and positions in Å:
B: -0.695375 -1.277455 0.619103  0.95
C: 0.704848 0.634351 -1.184898  -0.32
C: 0.016784 1.035634 0.060660  -0.22
C: -1.329391 -2.085062 1.837799  -0.95
N: -0.035069 -1.853709 -0.448158  -0.89
O: -0.645110 0.108229 0.880968  -0.69
P: 2.420004 0.024798 -1.239415  0.39
P: -1.211520 2.225520 -0.711676  0.30
H: 0.178189 0.812466 -2.079375  0.20
H: 0.648442 1.746843 0.693530  0.21
H: -0.795524 -1.783895 2.837432  0.23
H: -1.152721 -3.128772 1.888376  0.23
H: -2.362667 -1.873943 2.067251  0.24
H: -0.378341 -2.168887 -1.299256  0.38
H: 3.302158 0.830941 -0.526659  0.00
H: 2.940069 0.542406 -2.588905  0.00
H: -0.292192 3.121439 -1.224232  -0.04
H: -1.312582 3.089095 0.417454  -0.02

Cartesian forces, eV/Å:
B 0.0 0.1 0.7
C 1.8 -3.0 2.1
C 0.1 2.1 0.4
C 1.3 1.2 2.4
N 1.2 2.8 0.4
O 0.1 0.1 0.0
P 0.5 -0.1 -2.5
P -1.3 0.3 1.0
H -0.4 -0.3 -1.3
H -0.3 -1.6 -0.5
H -0.7 0.0 -1.8
H -0.1 -1.2 -0.7
H -0.5 0.1 -0.2
H -0.8 -0.9 -1.6
H -0.3 0.8 0.5
H -0.9 -0.5 1.7
H 0.7 0.3 -0.5
H -0.4 -0.2 0.0


Result set for energy above the lowest of the compared OMol25 structures with the same formula, charge and spin: 145.5, 0.0, 0.0, 401.0 kJ/mol, one per record in the order listed.